Formula: C2H27O14
Source: the OMol25 dataset
Level of theory: the ωB97M-V functional and the def2-TZVPD basis

The total energy is -1145.04661 a.u. The calculation puts the energy above the lowest of the compared OMol25 structures with the same formula, charge and spin at 23.409 eV. The calculation puts the maximum force at 0.354 Eh/bohr. The calculation puts the LUMO energy at 1.81 eV.

```
! wB97M-V def2-TZVPD RIJCOSX def2/J DEFGRID3
* xyz -1 1
C -0.781 -0.182 0.102
C 0.705 0.156 -0.008
O 1.524 -0.676 -0.367
O 0.966 1.343 0.251
H -0.900 -1.234 -0.160
H -1.366 0.473 -0.543
H -1.212 0.053 1.075
O 1.981 0.546 2.191
H 2.441 1.293 1.807
H 1.199 0.441 1.649
O 0.346 -2.817 -0.193
H 0.579 -1.921 -0.438
H -0.552 -2.751 0.132
O 1.436 -0.947 -2.439
H 1.323 -0.945 -1.488
H 0.808 -0.298 -2.756
O 0.080 2.737 1.350
H -0.069 1.912 1.811
H 0.558 2.487 0.559
O -3.126 -1.450 0.375
H -2.867 -1.197 -0.511
H -3.635 -0.706 0.698
O -1.427 -2.703 0.775
H -1.678 -1.998 1.371
H -2.178 -2.802 0.190
O 3.355 0.260 -1.015
H 3.250 0.999 -1.614
H 2.483 0.128 -0.643
O -2.046 0.174 2.623
H -2.606 0.820 3.052
H -1.155 0.442 2.846
O -0.590 2.312 -2.000
H -0.264 2.103 -2.876
H -0.227 1.626 -1.440
O -2.912 -0.354 -1.398
H -3.457 0.324 -0.999
H -2.520 0.070 -2.160
O 1.956 2.900 -0.223
H 2.414 2.631 -1.019
H 1.426 2.141 0.018
O 2.454 -2.111 0.370
H 2.446 -1.663 1.216
H 1.836 -1.617 -0.169
*
```

=====

Formula: C2H27O16V2
Source: the OMol25 dataset
Level of theory: the ωB97M-V functional and the def2-TZVPD basis

The total energy is -3183.70583 a.u. The calculation puts the energy above the lowest of the compared OMol25 structures with the same formula, charge and spin at 7.397 eV. The calculation puts the maximum force at 0.167 Eh/bohr. The calculation puts the LUMO energy at -9.25 eV.

```
! wB97M-V def2-TZVPD RIJCOSX def2/J DEFGRID3
* xyz 1 1
O -0.962 2.533 -0.245
V -0.347 4.036 -0.592
O 1.214 3.661 -0.628
O -2.812 -0.229 0.418
V -1.734 0.925 0.113
O -1.139 1.030 1.637
C 0.627 -1.289 0.948
C 0.965 -0.387 -0.226
O -0.287 -0.122 -0.741
H 0.535 -2.311 0.553
H -0.377 -1.141 1.426
H 1.457 -1.240 1.622
H 1.486 -0.928 -1.022
H 1.470 0.547 0.028
O -1.684 -3.221 2.658
H -2.237 -2.914 1.932
H -0.798 -3.235 2.290
O 1.757 2.424 1.638
H 1.422 1.493 1.519
H 2.495 2.528 1.030
O 3.518 2.938 -0.554
H 3.417 2.121 -1.080
H 2.592 3.245 -0.660
O -3.066 -2.492 0.606
H -2.906 -1.510 0.631
H -3.876 -2.406 0.090
O 2.001 -1.592 -3.485
H 1.071 -1.557 -3.638
H 2.325 -2.287 -4.005
O 0.636 1.258 -2.835
H 1.577 1.389 -2.752
H 0.405 0.676 -2.079
O -2.740 1.213 -1.750
H -2.291 1.195 -2.579
H -3.700 1.009 -2.013
O -1.138 -2.686 -1.280
H -0.661 -1.833 -1.186
H -1.886 -2.559 -0.678
O 3.297 0.748 -2.143
H 3.004 -0.125 -2.150
H 3.659 0.836 -3.008
O -1.564 -0.938 4.163
H -1.505 -1.694 3.565
H -2.002 -0.182 3.783
O -0.289 1.381 3.744
H -0.227 0.474 4.089
H -0.681 1.233 2.848
*
```

=====

Formula: C2H28NO14
Source: the OMol25 dataset
Level of theory: the ωB97M-V functional and the def2-TZVPD basis

The total energy is -1200.94261 a.u. The calculation puts the energy above the lowest of the compared OMol25 structures with the same formula, charge and spin at 0.000 eV. The calculation puts the maximum force at 0.106 Eh/bohr. The calculation puts the LUMO energy (spin up / spin down) at -0.79 / -6.83 eV. As for the expectation value of S²: 0.763.

```
! wB97M-V def2-TZVPD RIJCOSX def2/J DEFGRID3
* xyz 0 2
C 2.034 0.390 -2.416
N 1.015 1.498 -2.265
C 0.418 1.361 -0.895
O 0.102 2.317 -0.207
O 0.409 0.240 -0.417
H 3.029 0.742 -2.467
H 1.663 -0.311 -3.199
H 1.959 -0.213 -1.445
H 1.134 2.394 -2.617
H 2.781 -1.576 2.068
H 3.184 -0.101 2.620
O 3.535 -0.881 2.203
H 0.516 -1.650 1.736
H 1.171 -1.713 0.469
O 1.098 -2.257 1.211
H 1.962 3.421 -1.614
H 1.026 3.993 -0.702
O 1.890 4.230 -1.105
H 1.931 2.666 3.197
H 1.568 1.971 1.951
O 2.056 1.786 2.851
H 1.148 -4.225 -0.598
H -0.148 -3.982 -1.544
O 0.901 -4.281 -1.546
H -2.478 1.884 -1.604
H -2.495 2.406 -0.225
O -3.099 2.227 -1.009
H -2.024 -1.340 -1.364
H -2.615 -0.617 -0.082
O -2.650 -1.440 -0.625
H -2.139 2.356 2.044
H -1.052 2.467 0.983
O -1.655 2.953 1.578
H -0.106 -0.735 -2.286
H -0.383 -2.096 -2.254
O -0.856 -1.322 -2.419
H -0.341 -3.149 0.689
H -1.697 -2.834 0.132
O -1.012 -3.535 0.106
H -3.953 -1.063 1.602
H -2.458 -0.714 2.044
O -3.458 -0.495 2.134
H -0.797 0.008 2.519
H -0.387 -0.186 0.932
O -0.725 -0.593 1.837
*
```

=====

Formula: C2H29NO13
Source: the OMol25 dataset
Level of theory: the ωB97M-V functional and the def2-TZVPD basis

The total energy is -1126.44660 a.u. The calculation puts the energy above the lowest of the compared OMol25 structures with the same formula, charge and spin at 0.167 eV. The calculation puts the maximum force at 0.189 Eh/bohr. The calculation puts the LUMO energy at 0.10 eV.

```
! wB97M-V def2-TZVPD RIJCOSX def2/J DEFGRID3
* xyz 0 1
C 1.458 -0.314 1.172
C 1.850 1.097 1.411
N 1.004 1.904 2.073
O 3.000 1.483 1.057
H 2.387 -0.803 1.301
H 1.086 -0.475 0.177
H 0.657 -0.764 1.908
H 0.028 1.486 2.193
H 1.380 2.897 2.214
H 0.505 -3.024 1.034
H -0.142 -3.038 2.362
O -0.045 -2.512 1.619
H -4.374 0.471 -1.176
H -3.319 1.477 -1.651
O -4.052 1.372 -1.060
H -2.446 2.460 0.436
H -2.683 3.428 -0.730
O -2.135 3.197 -0.123
H 0.545 2.773 -1.138
H -0.769 2.390 -0.987
O 0.025 2.005 -0.882
H 2.649 3.758 -0.097
H 3.439 2.395 -0.636
O 3.143 3.341 -0.817
H -2.528 0.288 1.879
H -2.269 1.420 3.051
O -1.957 1.108 2.185
H -0.629 -2.349 -0.835
H 0.189 -2.027 -2.111
O -0.423 -2.678 -1.679
H 4.332 -1.226 -1.232
H 3.095 -0.295 -0.541
O 3.398 -0.904 -1.259
H -2.187 -1.461 -1.969
H -3.530 -2.049 -1.782
O -3.085 -1.245 -1.681
H 0.353 0.367 -2.095
H 1.687 -0.408 -2.303
O 0.879 -0.332 -2.554
H -1.856 -1.780 1.580
H -2.727 -1.348 0.352
O -2.639 -1.269 1.342
H 1.642 -3.817 -0.520
H 2.912 -3.240 0.157
O 2.154 -3.762 0.356
*
```

=====

Formula: C2H29O13V
Source: the OMol25 dataset
Level of theory: the ωB97M-V functional and the def2-TZVPD basis

The total energy is -2015.36736 a.u. The calculation puts the energy above the lowest of the compared OMol25 structures with the same formula, charge and spin at 4.131 eV. The calculation puts the maximum force at 0.086 Eh/bohr. The calculation puts the LUMO energy (spin up / spin down) at -6.63 / -6.54 eV. As for the expectation value of S²: 3.778.

```
! wB97M-V def2-TZVPD RIJCOSX def2/J DEFGRID3
* xyz 1 4
V 0.624 -0.886 3.716
C -0.305 -0.006 -0.101
C 1.035 -0.446 0.431
O 0.861 -1.235 1.586
H -0.212 0.262 -1.161
H -0.839 0.853 0.313
H -1.026 -0.820 -0.217
H 1.707 0.420 0.500
H 1.536 -0.980 -0.385
O -3.401 -3.325 -0.652
H -2.701 -3.135 -0.001
H -3.746 -2.471 -0.964
O -2.506 3.660 0.422
H -2.505 3.421 1.355
H -1.590 3.893 0.225
O -4.368 -0.985 -2.031
H -4.559 -0.864 -2.967
H -3.834 -0.215 -1.792
O -3.976 1.911 -1.069
H -3.316 2.429 -0.565
H -4.815 2.100 -0.637
O 4.705 -0.058 0.154
H 4.600 -0.396 -0.743
H 4.377 -0.775 0.719
O -2.279 1.526 -3.286
H -1.574 2.075 -2.932
H -2.972 1.542 -2.607
O -1.690 -2.021 -3.357
H -1.753 -1.582 -2.508
H -2.574 -2.370 -3.510
O -1.282 -3.210 1.004
H -0.500 -2.646 1.095
H -1.121 -3.955 1.593
O 3.513 1.998 1.686
H 3.565 1.152 1.191
H 4.435 2.242 1.835
O 3.415 3.126 -0.860
H 3.060 2.881 0.009
H 4.253 3.558 -0.672
O 2.479 0.300 3.669
H 2.740 1.056 3.097
H 3.067 0.351 4.436
O 3.400 -2.719 1.029
H 3.455 -3.449 1.653
H 2.621 -2.209 1.299
*
```

=====

Formula: C2H2AgCl6F2V
Source: the OMol25 dataset
Level of theory: the ωB97M-V functional and the def2-TZVPD basis

The total energy is -4128.42010 a.u. The calculation puts the energy above the lowest of the compared OMol25 structures with the same formula, charge and spin at 0.448 eV. The calculation puts the maximum force at 0.083 Eh/bohr. The calculation puts the LUMO energy (spin up / spin down) at -9.57 / -13.29 eV. As for the expectation value of S²: 6.010.

```
! wB97M-V def2-TZVPD RIJCOSX def2/J DEFGRID3
* xyz 2 5
Ag 3.319 -1.011 -1.302
V 0.734 -1.483 -3.050
F 1.073 -0.578 -1.077
F 2.278 -2.885 -2.151
C -1.523 -1.396 1.067
Cl -2.538 -0.679 2.331
Cl -2.459 -2.521 0.085
Cl -0.234 -2.366 1.740
H -1.208 -0.565 0.447
C 0.158 2.670 0.306
Cl 1.437 3.858 0.497
Cl -1.348 3.301 -0.317
Cl -0.153 1.765 1.806
H 0.465 1.890 -0.383
*
```

=====

Formula: C2H2AlFO
Source: the OMol25 dataset
Level of theory: the ωB97M-V functional and the def2-TZVPD basis

The total energy is -493.95652 a.u. The calculation puts the energy above the lowest of the compared OMol25 structures with the same formula, charge and spin at 5.319 eV. The calculation puts the maximum force at 0.204 Eh/bohr. The calculation puts the LUMO energy (spin up / spin down) at -15.36 / -15.64 eV.

```
! wB97M-V def2-TZVPD RIJCOSX def2/J DEFGRID3
* xyz 2 1
C -0.007 0.113 0.334
C -0.647 0.418 -0.780
O 0.193 -1.018 0.966
H -0.250 1.296 -1.299
H 1.216 -0.824 1.393
Al -1.910 -0.656 -1.368
F 1.405 0.672 0.754
*
```

=====

Formula: C2H2BBrKN4O3
Source: the OMol25 dataset
Level of theory: the ωB97M-V functional and the def2-TZVPD basis

The total energy is -3720.83542 a.u. The calculation puts the maximum force at 0.022 Eh/bohr. The calculation puts the LUMO energy at -5.22 eV.

```
! wB97M-V def2-TZVPD RIJCOSX def2/J DEFGRID3
* xyz 1 1
O 1.960 -1.476 0.888
B 1.848 -0.104 0.772
O 2.824 0.663 0.270
O 0.630 0.472 1.299
C -0.345 0.386 0.343
N -1.225 -0.591 0.467
N -2.150 -0.665 -0.477
C -2.111 0.252 -1.429
Br -3.418 0.144 -2.758
N -1.224 1.243 -1.538
N -0.295 1.303 -0.618
H 1.860 -1.903 0.032
H 2.482 1.446 -0.181
K -0.835 -1.172 2.931
*
```

=====

Formula: C2H2BeO2P
Source: the OMol25 dataset
Level of theory: the ωB97M-V functional and the def2-TZVPD basis

The total energy is -583.69017 a.u. The calculation puts the energy above the lowest of the compared OMol25 structures with the same formula, charge and spin at 0.000 eV. The calculation puts the maximum force at 0.063 Eh/bohr. The calculation puts the LUMO energy (spin up / spin down) at -5.33 / -5.33 eV.

```
! wB97M-V def2-TZVPD RIJCOSX def2/J DEFGRID3
* xyz 1 1
P -2.900 2.058 0.067
O -1.424 1.485 -0.023
O 0.029 -2.542 0.098
C 0.523 -1.520 0.029
C 0.987 -0.240 -0.028
Be -0.301 0.829 -0.057
H 1.531 -0.072 -0.971
H 1.554 0.003 0.884
*
```